A 8-piece molecular cluster, C28H75N3O16 overall, computed with the ωB97M-V functional and the def2-TZVPD basis.

Element x y z (Å)
1 C 2.25 -0.44 -4.53
2 O 1.71 0.79 -4.05
3 C 1.83 1.91 -4.96
4 C 1.26 3.19 -4.29
5 N -0.11 3.14 -3.83
6 C -0.96 2.22 -4.59
7 C -2.35 2.58 -4.16
8 O -2.51 2.30 -2.76
9 C -3.86 2.66 -2.36
10 H 1.64 -0.90 -5.33
11 H 2.29 -1.20 -3.75
12 H 3.23 -0.29 -4.98
13 H 1.34 1.65 -5.89
14 H 2.87 2.17 -5.20
15 H 1.24 3.97 -5.01
16 H 1.89 3.53 -3.48
17 H -0.15 2.82 -2.85
18 H -0.68 1.14 -4.50
19 H -0.83 2.47 -5.65
20 H -3.13 2.09 -4.70
21 H -2.49 3.64 -4.26
22 H -3.87 2.57 -1.27
23 H -4.56 2.01 -2.88
24 H -3.97 3.71 -2.65
25 C 3.34 2.33 1.81
26 O 3.10 1.58 0.65
27 C 4.28 1.57 -0.09
28 C 4.20 0.76 -1.33
29 N 4.68 -0.58 -1.09
30 C 3.81 -1.37 -0.23
31 C 4.10 -2.86 -0.48
32 O 3.77 -3.26 -1.80
33 C 4.02 -4.64 -2.00
34 H 3.52 3.38 1.45
35 H 4.17 2.01 2.44
36 H 2.39 2.39 2.36
37 H 5.14 1.19 0.52
38 H 4.45 2.68 -0.41
39 H 4.97 1.15 -2.05
40 H 3.20 0.95 -1.75
41 H 4.62 -1.09 -1.95
42 H 2.74 -1.14 -0.41
43 H 3.98 -1.23 0.84
44 H 3.55 -3.53 0.23
45 H 5.13 -2.97 -0.26
46 H 3.24 -5.30 -1.59
47 H 5.01 -4.91 -1.62
48 H 4.04 -4.84 -3.09
49 C 4.48 -1.21 6.20
50 O 3.12 -1.44 6.25
51 C 2.67 -2.00 5.05
52 C 1.11 -2.02 4.97
53 N 0.61 -2.88 3.86
54 C 0.80 -2.35 2.52
55 C 0.39 -3.43 1.51
56 O 0.83 -3.11 0.19
57 C 0.33 -4.09 -0.70
58 H 4.62 -0.37 6.91
59 H 4.89 -0.96 5.22
60 H 5.05 -2.14 6.52
61 H 2.97 -3.04 4.87
62 H 3.12 -1.39 4.26
63 H 0.88 -0.96 4.76
64 H 0.66 -2.33 5.93
65 H -0.41 -2.97 4.04
66 H 1.85 -2.10 2.40
67 H 0.31 -1.36 2.42
68 H -0.70 -3.52 1.64
69 H 0.79 -4.36 1.94
70 H 0.20 -3.67 -1.73
71 H -0.59 -4.56 -0.33
72 H 1.13 -4.84 -0.76
73 C -2.76 -1.38 -3.99
74 C -3.70 -2.17 -3.08
75 O -5.06 -2.21 -3.61
76 O -1.36 -1.35 -3.74
77 H -3.20 -0.37 -4.02
78 H -2.75 -1.82 -5.02
79 H -3.76 -1.63 -2.13
80 H -3.33 -3.16 -2.89
81 H -5.14 -1.99 -4.55
82 H -1.06 -1.04 -2.88
83 C -2.58 4.92 0.65
84 C -3.95 4.80 1.37
85 O -4.66 3.68 0.85
86 O -1.76 3.81 1.11
87 H -1.98 5.80 0.96
88 H -2.61 4.95 -0.47
89 H -4.54 5.70 1.19
90 H -3.77 4.72 2.45
91 H -5.23 3.26 1.48
92 H -1.86 3.08 0.42
93 C -2.95 2.14 5.17
94 C -2.17 1.71 3.95
95 O -1.11 2.60 3.68
96 O -3.81 1.09 5.46
97 H -3.52 3.05 4.85
98 H -2.30 2.46 5.95
99 H -2.81 1.62 3.07
100 H -1.72 0.73 4.04
101 H -1.48 3.21 3.03
102 H -4.49 1.38 6.10
103 C -3.21 -2.35 0.69
104 C -3.00 -1.79 2.07
105 O -3.36 -2.77 3.07
106 O -4.58 -2.68 0.44
107 H -2.60 -3.26 0.54
108 H -2.88 -1.59 -0.08
109 H -3.57 -0.87 2.26
110 H -1.95 -1.50 2.10
111 H -3.55 -2.35 3.92
112 H -4.87 -3.07 1.24
113 C 0.59 0.40 -0.62
114 C -0.69 0.54 0.23
115 O -1.55 1.52 -0.34
116 O 0.16 0.08 -1.90
117 H 1.17 -0.40 -0.19
118 H 1.21 1.29 -0.69
119 H -0.50 0.95 1.26
120 H -1.22 -0.45 0.25
121 H -1.59 1.42 -1.29
122 H 0.76 0.40 -2.58

Structure (SMILES): COCCNCCOC.COCCNCCOC.COCCNCCOC.OCCO.OCCO.OCCO.OCCO.OCCO
Relative energy (zero: lowest compared OMol25 entry of this formula, charge and spin) (kcal/mol): 6.2
Calculated total energy (eV): -67475.1402
Kohn-Sham gap (Ha): 0.345

=====

A 5-piece molecular cluster, C36H42Cl8FI2OPSi overall, computed with the ωB97M-V functional and the def2-TZVPD basis.

Element x y z (Å)
1 C -3.54 -0.67 8.63
2 C -2.97 -1.18 7.24
3 C -2.36 -0.04 6.35
4 C -3.14 0.10 4.97
5 O -2.27 0.00 3.83
6 Si -2.61 -1.37 2.84
7 C -1.20 -1.38 1.51
8 C -1.37 -2.41 0.35
9 F 0.07 -1.44 2.11
10 C -2.50 -2.95 3.92
11 I -0.61 -3.01 5.03
12 C -2.61 -4.32 3.09
13 C -3.50 -5.33 3.91
14 I -0.62 -5.27 2.99
15 P -4.51 -1.16 1.72
16 C -5.07 -2.85 1.04
17 C -5.94 -0.66 2.85
18 C -5.90 0.88 3.20
19 H -3.47 -1.54 9.33
20 H -4.61 -0.38 8.58
21 H -2.89 0.13 9.04
22 H -3.79 -1.71 6.71
23 H -2.15 -1.89 7.50
24 H -1.28 -0.23 6.16
25 H -2.39 0.94 6.88
26 H -4.03 -0.57 4.93
27 H -3.53 1.15 4.97
28 H -1.27 -0.38 1.03
29 H -0.54 -2.23 -0.37
30 H -2.32 -2.20 -0.21
31 H -1.26 -3.46 0.69
32 H -3.32 -2.95 4.68
33 H -2.91 -4.20 2.03
34 H -3.34 -6.34 3.46
35 H -4.57 -5.03 3.92
36 H -3.09 -5.40 4.94
37 H -5.02 -3.61 1.85
38 H -4.43 -3.17 0.19
39 H -6.13 -2.80 0.71
40 H -6.07 -1.32 3.73
41 H -6.86 -0.81 2.22
42 H -5.76 0.99 4.30
43 H -6.83 1.39 2.89
44 H -5.04 1.36 2.67
45 Cl -1.99 1.93 1.63
46 C -1.32 3.07 0.52
47 C -1.95 4.28 0.23
48 Cl -3.44 4.74 0.98
49 C -1.38 5.16 -0.68
50 C -0.18 4.84 -1.30
51 C 0.45 3.63 -1.01
52 C -0.12 2.75 -0.11
53 H -1.87 6.10 -0.91
54 H 0.26 5.53 -2.01
55 H 1.38 3.38 -1.49
56 H 0.37 1.82 0.11
57 Cl 2.59 4.86 -2.99
58 C 4.20 4.30 -3.28
59 C 5.25 4.62 -2.44
60 Cl 5.03 5.58 -1.02
61 C 6.53 4.15 -2.72
62 C 6.76 3.37 -3.84
63 C 5.70 3.04 -4.68
64 C 4.42 3.51 -4.40
65 H 7.36 4.40 -2.06
66 H 7.76 3.00 -4.06
67 H 5.87 2.43 -5.56
68 H 3.60 3.26 -5.07
69 Cl 9.95 4.07 -5.24
70 C 10.79 2.65 -5.73
71 C 10.22 1.38 -5.65
72 Cl 8.62 1.12 -5.05
73 C 10.95 0.27 -6.06
74 C 12.24 0.41 -6.55
75 C 12.80 1.68 -6.64
76 C 12.08 2.79 -6.23
77 H 10.51 -0.72 -5.99
78 H 12.80 -0.46 -6.86
79 H 13.81 1.80 -7.02
80 H 12.53 3.78 -6.30
81 Cl -3.53 -1.15 -1.62
82 C -3.65 -2.16 -3.01
83 C -2.54 -2.55 -3.75
84 Cl -0.94 -2.04 -3.34
85 C -2.70 -3.36 -4.87
86 C -3.96 -3.79 -5.25
87 C -5.07 -3.41 -4.51
88 C -4.92 -2.60 -3.39
89 H -1.83 -3.65 -5.45
90 H -4.08 -4.42 -6.12
91 H -6.06 -3.75 -4.80
92 H -5.79 -2.31 -2.82

Relative energy (zero: lowest compared OMol25 entry of this formula, charge and spin) (kcal/mol): 38.3
Calculated total energy (eV): -176325.1720
Kohn-Sham gap (Ha): 0.274

=====

C4H11AsCl3MnS4SeSi2 as an isolated structure, computed with the ωB97M-V functional and the def2-TZVPD basis.

Element x y z (Å)
1 Mn 0.28 1.21 -0.07
2 S 2.30 -1.33 -2.24
3 As 1.04 -2.40 -1.01
4 S 2.92 -0.39 1.16
5 S -0.68 -0.67 -0.22
6 S 1.95 -2.17 1.16
7 C -1.95 -4.11 -0.43
8 Si -3.10 -2.63 -0.04
9 C -3.34 -2.38 1.83
10 C -4.75 -2.94 -0.95
11 C -2.38 -0.98 -0.75
12 H -2.50 -5.04 -0.36
13 H -1.13 -4.16 0.28
14 H -1.52 -4.06 -1.43
15 H -3.82 -3.25 2.27
16 H -3.97 -1.53 2.04
17 H -2.40 -2.23 2.35
18 H -5.19 -3.86 -0.58
19 H -4.61 -3.04 -2.02
20 H -5.47 -2.14 -0.79
21 H -2.95 -0.13 -0.37
22 H -2.38 -0.95 -1.83
23 Cl -1.27 4.72 0.58
24 Si -1.32 2.68 0.39
25 Cl 1.29 1.58 -1.64
26 Cl -3.35 2.39 0.65
27 Se 1.50 1.19 1.77

Calculated total energy (eV): -258497.9555
Kohn-Sham gap (spin up / spin down) (Ha): 0.224 / 0.224

=====

C34H27BClF4N7O3S6Ti as an isolated structure, computed with the ωB97M-V functional and the def2-TZVPD basis.

Element x y z (Å)
1 Ti 0.36 0.29 0.36
2 S -1.18 -3.30 -1.93
3 C -0.16 -2.49 -3.04
4 C 0.38 -1.36 -2.52
5 C -0.01 -1.09 -1.17
6 C -0.85 -2.08 -0.73
7 C -1.43 -2.09 0.60
8 C -2.28 -3.09 1.09
9 C -2.81 -2.97 2.35
10 C -2.51 -1.84 3.10
11 C -1.65 -0.90 2.57
12 N -1.10 -1.02 1.36
13 H -0.01 -2.91 -4.03
14 H 1.09 -0.75 -3.07
15 H -2.51 -3.93 0.45
16 H -3.47 -3.74 2.75
17 H -2.96 -1.68 4.08
18 H -1.42 -0.01 3.14
19 Cl -1.76 1.44 -5.65
20 C -0.43 1.85 -4.60
21 C 0.67 2.52 -5.10
22 C 1.71 2.77 -4.23
23 C 1.61 2.34 -2.91
24 N 0.53 1.73 -2.43
25 C -0.48 1.50 -3.27
26 H 0.72 2.81 -6.15
27 H 2.60 3.30 -4.55
28 H 2.45 2.49 -2.25
29 H -1.35 0.99 -2.86
30 F 0.23 0.95 4.48
31 B -0.05 2.06 3.64
32 F -1.32 2.56 3.91
33 F 0.93 3.01 3.72
34 F -0.09 1.49 2.28
35 O 2.18 4.38 -0.61
36 S 3.25 3.50 -0.18
37 O 4.12 3.07 -1.27
38 O 3.96 3.93 1.01
39 S 2.25 1.73 0.48
40 S 4.08 -0.51 -1.54
41 C 4.81 -0.48 -0.06
42 N 5.65 -1.49 0.31
43 C 6.07 -1.48 1.70
44 C 6.22 0.00 2.01
45 S 4.75 0.79 1.16
46 H 5.53 -2.36 -0.18
47 H 7.01 -2.03 1.81
48 H 5.31 -1.93 2.35
49 H 7.14 0.42 1.59
50 H 6.14 0.23 3.07
51 S 2.41 -2.19 3.52
52 C 1.85 -0.91 2.52
53 N 1.72 -1.18 1.26
54 C 2.19 -2.47 0.98
55 C 2.37 -3.05 -0.27
56 C 2.92 -4.32 -0.36
57 C 3.28 -5.03 0.79
58 C 3.12 -4.47 2.04
59 C 2.59 -3.18 2.12
60 H 1.63 0.06 2.96
61 H 2.14 -2.49 -1.16
62 H 3.09 -4.75 -1.33
63 H 3.71 -6.02 0.70
64 H 3.42 -5.00 2.93
65 N -10.16 1.41 -0.67
66 C -9.00 1.51 -0.62
67 C -7.60 1.64 -0.56
68 C -6.96 2.92 -0.64
69 C -5.60 3.03 -0.57
70 C -4.78 1.89 -0.41
71 C -5.40 0.61 -0.33
72 C -6.76 0.49 -0.41
73 N -3.38 2.00 -0.34
74 C -2.63 3.16 -0.11
75 C -1.33 2.79 -0.03
76 N -1.23 1.43 -0.20
77 C -2.49 0.99 -0.39
78 H -7.57 3.80 -0.77
79 H -5.15 4.01 -0.65
80 H -4.80 -0.28 -0.18
81 H -7.22 -0.49 -0.34
82 H -3.09 4.12 0.01
83 H -0.45 3.40 0.11
84 H -2.76 -0.02 -0.63

Net charge: -2
2S+1: 3
Relative energy (zero: lowest compared OMol25 entry of this formula, charge and spin) (kcal/mol): 48.3
Calculated total energy (eV): -164475.2294
Kohn-Sham gap (spin up / spin down) (Ha): 0.121 / 0.227

=====

C6H7I as an isolated structure, computed with the ωB97M-V functional and the def2-TZVPD basis.

Element x y z (Å)
1 C -1.75 -0.52 -0.19
2 C 0.66 -1.71 0.01
3 C -0.51 -0.75 0.01
4 C 0.34 0.39 0.08
5 C 1.41 -0.38 0.07
6 C 0.01 1.79 -0.02
7 I 3.41 0.13 0.35
8 H -2.19 0.44 -0.49
9 H -2.45 -1.35 -0.22
10 H 0.63 -2.16 0.98
11 H 0.88 -2.45 -0.81
12 H -0.96 1.90 -0.40
13 H 0.71 2.45 -0.46
14 H -0.19 2.23 1.07

Relative energy (zero: lowest compared OMol25 entry of this formula, charge and spin) (kcal/mol): 39.3
Calculated total energy (eV): -14433.0070
Kohn-Sham gap (Ha): 0.333

=====

A 10-piece molecular cluster, C20H40Br20 overall, computed with the ωB97M-V functional and the def2-TZVPD basis.

Element x y z (Å)
1 Br -0.82 -2.43 -2.20
2 C -1.54 -3.75 -0.95
3 C -1.81 -5.06 -1.71
4 Br -1.92 -6.61 -0.53
5 H -2.49 -3.40 -0.57
6 H -0.73 -3.88 -0.24
7 H -0.99 -5.33 -2.37
8 H -2.73 -4.95 -2.28
9 Br 0.29 6.49 -0.72
10 C 1.92 5.37 -0.50
11 C 2.74 5.90 0.68
12 Br 4.09 4.68 1.33
13 H 2.55 5.34 -1.39
14 H 1.54 4.39 -0.25
15 H 2.01 6.02 1.48
16 H 3.20 6.88 0.54
17 Br -5.41 -1.98 -2.45
18 C -4.37 -0.84 -1.19
19 C -4.94 0.57 -1.25
20 Br -6.75 0.61 -0.50
21 H -3.32 -0.93 -1.46
22 H -4.45 -1.19 -0.17
23 H -5.03 0.98 -2.25
24 H -4.28 1.20 -0.65
25 Br 1.02 2.62 3.57
26 C 2.00 3.38 5.08
27 C 1.82 4.88 5.07
28 Br 2.95 5.70 6.45
29 H 3.01 2.97 5.08
30 H 1.51 2.99 5.97
31 H 0.78 5.18 5.17
32 H 2.19 5.25 4.11
33 Br 2.65 -0.40 -4.25
34 C 3.74 -2.00 -3.82
35 C 2.85 -3.01 -3.14
36 Br 3.89 -4.62 -2.69
37 H 4.50 -1.63 -3.14
38 H 4.19 -2.35 -4.74
39 H 2.04 -3.35 -3.77
40 H 2.39 -2.54 -2.27
41 Br -4.33 -4.37 1.99
42 C -2.73 -5.03 2.92
43 C -1.80 -3.87 3.16
44 Br -0.18 -4.48 4.09
45 H -2.12 -5.75 2.37
46 H -3.03 -5.54 3.83
47 H -2.19 -3.00 3.67
48 H -1.37 -3.53 2.22
49 Br 5.43 -5.59 2.39
50 C 4.25 -4.48 1.25
51 C 3.90 -3.14 1.91
52 Br 2.79 -2.19 0.68
53 H 3.29 -4.97 1.14
54 H 4.73 -4.36 0.29
55 H 4.83 -2.58 2.07
56 H 3.49 -3.14 2.92
57 Br -2.87 4.33 3.57
58 C -2.66 3.37 1.87
59 C -1.79 4.14 0.94
60 Br -1.51 3.17 -0.75
61 H -3.69 3.25 1.52
62 H -2.30 2.39 2.17
63 H -0.86 4.44 1.41
64 H -2.20 5.14 0.77
65 Br -1.85 3.19 -4.39
66 C -1.19 1.40 -4.65
67 C -0.59 1.16 -6.01
68 Br -1.89 1.45 -7.46
69 H -2.09 0.83 -4.46
70 H -0.38 1.23 -3.94
71 H -0.33 0.11 -6.07
72 H 0.30 1.72 -6.27
73 Br 2.12 1.66 -0.54
74 C 0.64 0.35 -0.47
75 C 0.03 0.53 0.89
76 Br -1.65 -0.51 0.95
77 H 0.99 -0.66 -0.61
78 H -0.02 0.63 -1.30
79 H -0.12 1.55 1.23
80 H 0.69 0.01 1.58

Structure (SMILES): BrCCBr.BrCCBr.BrCCBr.BrCCBr.BrCCBr.BrCCBr.BrCCBr.BrCCBr.BrCCBr.BrCCBr
Relative energy (zero: lowest compared OMol25 entry of this formula, charge and spin) (kcal/mol): 22.7
Calculated total energy (eV): -1422239.9694
Kohn-Sham gap (Ha): 0.371

=====

An isolated molecule of C5H7NO, computed with the ωB97M-V functional and the def2-TZVPD basis.

Element x y z (Å)
1 C 1.66 -0.34 -0.52
2 C 0.28 0.06 -0.09
3 N -0.12 1.46 -0.33
4 C -0.02 0.99 1.03
5 C -2.02 -1.08 0.46
6 C -0.82 -0.91 -0.23
7 O -0.90 -1.93 -0.95
8 H 2.02 -1.21 0.05
9 H 2.35 0.49 -0.38
10 H 1.67 -0.61 -1.59
11 H -1.08 1.53 -0.65
12 H 0.79 1.42 1.63
13 H -2.90 -0.64 -0.03
14 H -0.93 0.78 1.59

Relative energy (zero: lowest compared OMol25 entry of this formula, charge and spin) (kcal/mol): 118.4
Calculated total energy (eV): -8831.0675
Kohn-Sham gap (Ha): 0.333

=====

An isolated ion of composition C9H11N2O2 and charge +1, computed with the ωB97M-V functional and the def2-TZVPD basis.

Element x y z (Å)
1 C 1.52 -2.03 0.94
2 C 1.59 -1.76 -0.54
3 N 1.55 -2.73 -1.35
4 C 1.70 -0.31 -0.98
5 C 0.62 0.53 -0.35
6 C -0.70 0.11 -0.33
7 C -1.66 0.89 0.28
8 C -3.06 0.38 0.35
9 O -3.52 0.07 1.39
10 O -3.77 0.44 -0.80
11 C -1.30 2.10 0.87
12 C 0.02 2.48 0.82
13 N 0.94 1.71 0.22
14 H 0.52 -2.39 1.16
15 H 2.25 -2.78 1.23
16 H 1.65 -1.12 1.51
17 H 1.61 -2.39 -2.31
18 H 2.68 0.06 -0.68
19 H 1.62 -0.23 -2.06
20 H -0.96 -0.83 -0.77
21 H -3.56 -0.30 -1.37
22 H -2.03 2.71 1.36
23 H 0.36 3.41 1.25
24 H 1.91 1.99 0.19

Structure (SMILES): [H]/N=C(/C)Cc1cc(C(=O)O)cc[nH+]1
Net charge: +1
Relative energy (zero: lowest compared OMol25 entry of this formula, charge and spin) (kcal/mol): 0.0
Calculated total energy (eV): -16579.6112
Kohn-Sham gap (Ha): 0.320

=====

C16H6CaCl4IO2 as an isolated structure, computed with the ωB97M-V functional and the def2-TZVPD basis.

Element x y z (Å)
1 Ca -0.05 -0.96 0.00
2 I 3.12 -0.85 0.00
3 C 3.00 1.30 0.00
4 C 4.20 1.95 0.00
5 C 4.23 3.36 0.00
6 C 3.06 4.06 0.00
7 C 1.81 3.40 0.00
8 C 0.61 4.14 0.00
9 C -0.60 3.49 0.00
10 C -0.65 2.08 0.00
11 C 0.49 1.29 0.00
12 C 1.74 1.97 0.00
13 H 5.13 1.39 0.00
14 H 5.19 3.86 0.00
15 H 3.09 5.15 0.00
16 H 0.66 5.22 0.00
17 H -1.52 4.07 0.00
18 H -1.63 1.61 0.00
19 Cl -3.28 -6.90 0.00
20 C -2.93 -5.21 0.00
21 C -3.95 -4.28 0.00
22 Cl -5.61 -4.81 0.00
23 C -3.65 -2.92 0.00
24 Cl -4.91 -1.73 0.00
25 C -2.33 -2.45 0.00
26 O -2.04 -1.17 0.00
27 C -1.26 -3.41 0.00
28 O -0.02 -2.98 0.00
29 C -1.60 -4.76 0.00
30 Cl -0.30 -5.91 0.00

Net charge: -1
Relative energy (zero: lowest compared OMol25 entry of this formula, charge and spin) (kcal/mol): 16.6
Calculated total energy (eV): -97416.9397
Kohn-Sham gap (Ha): 0.240